(1)
{"formula": "H4S2", "method": "wB97M-V/def2-TZVPD", "species": ["S", "H", "H", "S", "H", "H"], "positions_angstrom": [[1.976, -4.060, -0.202], [1.566, -4.394, 1.016], [0.764, -3.692, -0.706], [-1.924, 3.635, 0.008], [-0.676, 3.674, -0.555], [-1.706, 4.837, 0.440]], "atomic_forces_ev_per_a": [[-0.06, 0.24, -0.70], [-0.39, 0.01, 0.17], [0.46, -0.25, 0.53], [0.74, -0.95, -0.76], [-0.68, -0.29, 0.19], [-0.06, 1.24, 0.57]], "smiles": "S.S", "charge": 0, "multiplicity": 1, "gap_ev": 10.7086, "homo_energy_ev": -9.8023, "e_lumo_ev": 0.91}

=====

(2)
{"formula": "H4S3", "method": "wB97M-V/def2-TZVPD", "species": ["S", "S", "H", "H", "S", "H", "H"], "positions_angstrom": [[-1.618, -2.268, 3.713], [-0.739, -1.352, 2.113], [-1.951, -3.678, 3.543], [-1.003, -2.157, 1.207], [2.288, 3.461, -5.493], [2.589, 4.672, -5.715], [1.463, 3.706, -4.350]], "atomic_forces_ev_per_a": [[-1.44, -1.93, 1.46], [1.34, 1.95, 1.59], [1.03, 2.14, -0.53], [-0.94, -2.16, -2.52], [-1.60, -2.18, 1.81], [0.39, 2.28, -0.19], [1.20, -0.10, -1.63]], "smiles": "SS.S", "charge": 0, "multiplicity": 1, "gap_ev": 8.6237, "homo_energy_ev": -8.5459, "e_lumo_ev": 0.08}

=====

(3)
{"formula": "H4S4", "method": "wB97M-V/def2-TZVPD", "species": ["S", "S", "H", "H", "S", "S", "H", "H"], "positions_angstrom": [[1.681, 2.489, 1.081], [0.030, 1.189, 1.114], [2.041, 2.552, 2.381], [0.622, -0.023, 1.064], [-2.071, -1.937, -1.343], [-0.393, -1.013, -2.213], [-2.328, -1.226, -0.225], [0.419, -2.031, -1.858]], "atomic_forces_ev_per_a": [[-0.36, -0.54, -0.14], [0.48, 0.45, 0.28], [-0.31, -0.19, -0.07], [0.18, 0.28, -0.06], [-0.02, 0.08, -0.41], [-0.52, -0.61, 0.67], [0.48, 0.18, -0.17], [0.07, 0.35, -0.10]], "smiles": "SS.SS", "charge": 0, "multiplicity": 1, "gap_ev": 9.4640, "homo_energy_ev": -9.4253, "e_lumo_ev": 0.04}

=====

(4)
{"formula": "H50O25", "method": "wB97M-V/def2-TZVPD", "species": ["O", "H", "H", "O", "H", "H", "O", "H", "H", "O", "H", "H", "O", "H", "H", "O", "H", "H", "O", "H", "H", "O", "H", "H", "O", "H", "H", "O", "H", "H", "O", "H", "H", "O", "H", "H", "O", "H", "H", "O", "H", "H", "O", "H", "H", "O", "H", "H", "O", "H", "H", "O", "H", "H", "O", "H", "H", "O", "H", "H", "O", "H", "H", "O", "H", "H", "O", "H", "H", "O", "H", "H", "O", "H", "H"], "positions_angstrom": [[-8.819, 20.492, -12.792], [-8.650, 20.451, -13.734], [-9.415, 21.233, -12.688], [-3.876, 20.741, -12.734], [-2.946, 20.914, -12.589], [-3.890, 19.995, -13.334], [-10.979, 18.663, -13.546], [-11.023, 17.842, -13.057], [-10.579, 19.284, -12.937], [-6.009, 25.652, -12.021], [-5.339, 25.590, -11.340], [-5.741, 25.012, -12.680], [-3.109, 22.402, -8.767], [-3.213, 22.733, -9.659], [-2.602, 21.596, -8.868], [-9.944, 19.511, -10.329], [-9.950, 20.387, -9.942], [-9.207, 19.524, -10.940], [-6.511, 21.127, -11.463], [-7.257, 20.779, -11.951], [-5.746, 20.869, -11.979], [-10.780, 22.292, -12.758], [-11.692, 22.192, -13.032], [-10.762, 23.126, -12.288], [-8.393, 20.621, -15.583], [-7.504, 20.866, -15.839], [-8.884, 21.443, -15.604], [-12.927, 20.096, -11.359], [-11.995, 20.216, -11.174], [-13.061, 19.150, -11.311], [-10.228, 17.087, -8.834], [-10.198, 17.751, -9.523], [-9.364, 16.674, -8.861], [-6.227, 22.850, -9.208], [-5.555, 23.506, -9.391], [-6.392, 22.433, -10.054], [-7.792, 20.578, -7.873], [-7.415, 19.738, -8.135], [-7.242, 21.233, -8.304], [-3.051, 23.541, -11.740], [-2.389, 23.793, -12.383], [-3.669, 23.000, -12.231], [-5.247, 16.681, -10.079], [-5.288, 15.776, -10.388], [-4.650, 17.116, -10.689], [-7.284, 17.704, -7.959], [-6.652, 17.435, -8.626], [-7.310, 16.972, -7.343], [-10.221, 22.296, -9.601], [-9.702, 23.055, -9.336], [-10.996, 22.670, -10.021], [-0.962, 19.430, -11.499], [-0.956, 20.091, -10.808], [-1.406, 18.678, -11.108], [-8.852, 17.455, -15.965], [-9.776, 17.268, -16.131], [-8.839, 17.841, -15.089], [-2.232, 17.741, -13.471], [-2.767, 18.256, -14.075], [-1.593, 18.364, -13.126], [-8.842, 23.271, -15.662], [-9.140, 24.163, -15.485], [-7.911, 23.280, -15.438], [-4.473, 24.852, -9.972], [-3.997, 25.207, -9.221], [-3.793, 24.663, -10.619], [-6.243, 22.715, -15.389], [-5.902, 23.591, -15.574], [-5.563, 22.121, -15.708], [-3.792, 19.416, -15.154], [-3.144, 19.775, -15.759], [-4.288, 18.787, -15.678], [-8.569, 24.453, -8.534], [-8.206, 25.339, -8.552], [-7.816, 23.889, -8.357]], "atomic_forces_ev_per_a": [[0.53, -0.74, 0.64], [0.22, -0.14, -0.91], [-0.52, 0.56, 0.17], [-0.11, 0.61, 0.30], [0.34, -0.20, 0.27], [-0.10, -0.22, -0.38], [-0.16, -0.33, -0.53], [-0.07, -0.20, 0.17], [0.35, 0.30, 0.27], [-0.38, 0.32, -0.73], [0.00, 0.01, 0.57], [-0.09, -0.18, -0.13], [0.22, 0.12, 0.24], [-0.11, 0.06, -0.29], [0.03, -0.22, 0.12], [-0.50, -0.71, -0.44], [0.13, 0.68, 0.62], [0.25, 0.10, -0.27], [0.63, 0.25, 0.43], [-0.98, -0.02, -0.33], [0.46, 0.02, 0.04], [-0.12, 0.30, -0.01], [-0.34, -0.34, -0.15], [0.21, 0.23, 0.17], [0.12, -0.95, 0.22], [0.02, 0.09, -0.06], [-0.33, 0.58, -0.15], [-0.42, 0.44, -0.14], [0.50, -0.16, 0.21], [0.01, -0.19, 0.01], [-0.43, -0.77, 0.15], [0.10, 0.72, -0.09], [0.24, 0.12, 0.10], [-0.42, -0.08, 0.71], [0.27, 0.27, 0.01], [-0.26, -0.48, -0.61], [-0.23, 0.24, 0.08], [-0.08, -0.48, 0.12], [0.29, 0.37, -0.07], [0.38, -0.03, -0.10], [0.31, 0.17, -0.11], [-0.56, -0.43, -0.15], [-0.11, 0.07, 0.24], [-0.07, -0.27, -0.05], [0.11, 0.22, -0.16], [-0.12, 0.02, -0.09], [0.42, -0.14, -0.40], [-0.06, -0.03, 0.30], [-0.27, -0.45, -0.37], [0.50, 0.49, 0.38], [-0.28, -0.04, 0.03], [0.05, 0.19, -0.26], [0.13, 0.20, 0.18], [-0.19, -0.31, 0.19], [0.40, -0.34, -0.24], [-0.23, 0.07, 0.02], [-0.21, 0.30, 0.22], [0.04, -0.48, 0.26], [-0.20, 0.11, -0.27], [0.30, 0.22, 0.06], [-0.47, 0.45, -0.16], [-0.38, 0.11, 0.05], [0.28, -0.31, 0.07], [-0.10, 0.54, 0.58], [0.02, 0.17, 0.41], [0.47, -0.41, -0.43], [0.33, 0.07, 0.20], [0.22, 0.32, -0.12], [0.21, -0.26, -0.01], [-0.12, 0.07, -0.08], [0.29, 0.17, -0.18], [-0.34, -0.33, -0.16], [-0.62, 0.21, 0.11], [-0.02, 0.18, -0.12], [0.60, -0.52, -0.17]], "charge": 0, "multiplicity": 1, "gap_ev": 8.3228, "homo_energy_ev": -9.4522, "e_lumo_ev": -1.13}

=====

(5)
{"formula": "H58O29", "method": "wB97M-V/def2-TZVPD", "species": ["O", "H", "H", "O", "H", "H", "O", "H", "H", "O", "H", "H", "O", "H", "H", "O", "H", "H", "O", "H", "H", "O", "H", "H", "O", "H", "H", "O", "H", "H", "O", "H", "H", "O", "H", "H", "O", "H", "H", "O", "H", "H", "O", "H", "H", "O", "H", "H", "O", "H", "H", "O", "H", "H", "O", "H", "H", "O", "H", "H", "O", "H", "H", "O", "H", "H", "O", "H", "H", "O", "H", "H", "O", "H", "H", "O", "H", "H", "O", "H", "H", "O", "H", "H", "O", "H", "H"], "positions_angstrom": [[1.451, -3.272, -1.128], [1.889, -3.563, -0.313], [1.296, -2.335, -0.940], [1.167, -2.454, -3.877], [1.767, -2.716, -3.163], [0.311, -2.726, -3.562], [-0.938, -5.596, -1.698], [-0.103, -5.310, -1.228], [-1.383, -5.958, -0.925], [-0.932, -1.926, 4.959], [-1.347, -2.146, 4.103], [-1.431, -1.175, 5.313], [2.129, 0.257, -4.261], [1.996, -0.618, -4.684], [2.481, 0.863, -4.905], [-4.788, -1.893, 0.986], [-3.802, -1.871, 1.108], [-5.297, -1.813, 1.789], [2.695, 1.666, 0.597], [3.157, 1.605, 1.442], [2.063, 2.405, 0.747], [3.608, 1.085, 3.284], [4.527, 0.796, 3.404], [3.034, 0.327, 3.576], [1.826, -1.055, 3.864], [1.016, -1.255, 3.390], [1.502, -1.079, 4.759], [-3.444, 0.481, -1.059], [-3.337, 0.530, -2.043], [-4.256, -0.046, -0.981], [-1.935, -1.394, 0.490], [-2.048, -2.098, -0.194], [-2.466, -0.662, 0.103], [-0.530, 3.327, -2.987], [-0.808, 3.742, -3.790], [-0.681, 2.392, -3.139], [-1.705, 1.756, 4.311], [-1.848, 2.644, 4.617], [-0.775, 1.685, 4.116], [3.080, 1.836, 6.386], [2.347, 1.231, 6.558], [2.621, 2.467, 5.828], [-0.415, 0.593, -3.758], [0.344, 0.563, -4.341], [-0.266, -0.022, -3.057], [2.971, -1.914, 1.103], [3.157, -1.917, 2.049], [2.977, -0.978, 0.895], [-2.659, 2.343, 1.411], [-2.321, 1.840, 2.166], [-3.052, 1.723, 0.793], [-0.264, -3.032, 2.176], [0.471, -2.619, 1.728], [-1.033, -2.596, 1.804], [2.320, 2.849, -5.300], [2.436, 3.476, -4.587], [2.906, 3.063, -5.981], [-3.110, 0.735, -3.710], [-3.300, 1.663, -3.597], [-2.228, 0.783, -4.110], [-1.423, 4.220, -0.039], [-1.884, 3.728, 0.629], [-1.576, 3.965, -0.944], [4.196, 2.831, -1.268], [3.548, 2.290, -0.775], [4.389, 2.389, -2.103], [0.628, -0.686, -0.697], [-0.002, -0.893, 0.017], [1.149, -0.007, -0.202], [-5.252, -2.318, -2.066], [-4.989, -2.782, -1.255], [-5.553, -3.057, -2.612], [1.080, 4.003, 0.910], [1.665, 4.659, 0.517], [0.194, 4.187, 0.431], [-0.425, -5.612, 1.124], [-0.461, -4.813, 1.653], [-0.003, -6.304, 1.637], [2.116, 4.309, -2.311], [1.223, 4.081, -2.145], [2.707, 3.655, -1.830], [1.422, 2.635, 3.496], [1.386, 3.321, 2.778], [2.311, 2.310, 3.434], [-2.659, -3.580, -1.279], [-2.046, -4.242, -1.659], [-2.783, -2.975, -1.983]], "atomic_forces_ev_per_a": [[0.13, -0.55, 0.39], [0.08, -0.04, -0.37], [-0.13, 0.42, -0.14], [0.61, 0.24, -0.23], [-0.16, -0.05, 0.01], [-0.44, -0.23, 0.14], [1.39, 0.37, 0.82], [-0.98, -0.08, -0.99], [-0.32, -0.32, 0.13], [-0.25, 0.29, -0.35], [0.34, 0.11, 0.61], [0.04, -0.24, -0.21], [-0.21, -1.26, -0.06], [0.27, 0.48, 0.44], [0.22, 0.59, -0.45], [1.03, -0.05, -1.02], [-1.37, -0.01, 0.50], [0.41, 0.05, 0.46], [-0.74, 0.06, 0.02], [0.27, -0.26, 0.25], [-0.10, -0.13, -0.23], [0.16, -1.05, -0.04], [-0.43, 0.24, 0.11], [0.43, 0.60, -0.27], [0.36, 0.16, -0.32], [-0.27, -0.11, -0.35], [-0.05, -0.14, 0.78], [-0.47, -0.36, 0.00], [0.41, -0.12, 0.40], [0.01, 0.10, 0.17], [-0.42, -0.28, -0.39], [0.12, -0.08, 0.32], [0.38, 0.10, -0.07], [-0.26, 0.30, 0.97], [-0.11, 0.54, -0.74], [0.34, -0.80, -0.07], [-0.57, -0.93, -0.28], [0.00, 0.65, 0.19], [0.81, 0.25, -0.11], [-0.51, -0.32, 0.05], [0.27, -0.19, 0.31], [0.17, 0.53, -0.37], [-1.72, 1.01, -0.59], [0.94, -0.09, 0.15], [0.52, -0.70, 0.80], [-0.17, -0.14, 0.39], [0.00, -0.17, 0.09], [0.02, 0.31, -0.31], [0.05, -0.02, 0.51], [-0.15, 0.14, 0.01], [-0.09, -0.23, -0.32], [-0.19, -0.14, 0.64], [0.64, 0.05, -0.41], [-0.42, 0.31, -0.39], [-1.44, -1.05, 1.05], [0.04, 0.39, 0.56], [1.41, 0.77, -1.52], [-0.19, 0.17, -0.24], [-0.52, 0.59, -0.02], [0.49, -0.63, 0.17], [1.50, 1.87, -0.26], [-0.87, -1.17, 0.14], [-0.32, -0.60, -0.25], [-0.07, 0.15, -0.25], [0.51, -0.30, 0.13], [-0.07, -0.14, 0.14], [0.38, 0.95, 1.46], [-0.58, -0.23, -0.59], [0.03, -0.29, -1.01], [0.08, -0.55, 0.15], [-0.04, 0.36, 0.11], [-0.01, 0.31, -0.15], [-0.80, 0.33, -0.71], [0.24, 0.07, 0.01], [0.70, -0.56, 0.79], [-0.09, -0.68, -0.62], [0.20, 0.42, 0.37], [-0.01, 0.11, 0.17], [2.26, -0.22, 0.21], [-1.52, -0.65, 0.08], [-0.68, 1.13, -0.72], [-1.10, 1.33, -0.68], [-0.34, -0.69, 0.74], [0.98, -0.48, 0.14], [0.33, -0.37, 0.88], [0.25, -0.23, 0.36], [-0.62, 1.05, -1.21]], "charge": 0, "multiplicity": 1, "gap_ev": 10.4522, "homo_energy_ev": -10.6789, "e_lumo_ev": -0.23}

=====

(6)
{"formula": "H5N2O2PS", "method": "wB97M-V/def2-TZVPD", "species": ["N", "N", "O", "O", "P", "S", "H", "H", "H", "H", "H"], "positions_angstrom": [[-0.408, -0.354, 1.271], [-0.107, -1.376, 0.348], [-1.268, -0.015, -1.497], [0.973, 2.233, 0.336], [-0.468, -1.243, -1.273], [-0.077, -2.845, -2.202], [0.328, 0.314, 1.497], [-1.074, 0.276, 1.026], [0.604, -1.956, 0.588], [0.057, 2.046, 0.031], [1.440, 2.921, -0.126]], "atomic_forces_ev_per_a": [[2.92, -2.64, 0.37], [-3.33, 3.19, 2.54], [-1.97, -0.09, 0.48], [-0.91, -1.26, 1.02], [2.64, 4.21, -2.10], [-0.54, -2.90, -0.63], [1.21, -0.90, 0.18], [-3.32, 1.16, -1.97], [2.49, -1.95, 1.26], [1.27, 0.86, -0.53], [-0.45, 0.32, -0.62]], "charge": 0, "multiplicity": 3, "gap_ev": [6.1331, 5.4374], "homo_energy_ev": [-5.6285, -9.3231], "e_lumo_ev": [0.50, -3.89]}

=====

(7)
{"formula": "H5N2OP", "method": "wB97M-V/def2-TZVPD", "species": ["N", "N", "O", "P", "H", "H", "H", "H", "H"], "positions_angstrom": [[-0.859, -0.627, -0.455], [2.001, -0.488, -0.294], [-1.485, 0.371, 0.060], [-1.736, 0.645, 1.632], [1.865, 0.427, 0.020], [-0.853, -0.523, -1.511], [1.537, -1.105, 0.359], [1.486, -0.689, -1.148], [-1.956, 1.988, 1.337]], "atomic_forces_ev_per_a": [[0.69, -2.39, -1.02], [0.34, -2.28, -0.65], [-0.44, 1.83, -1.55], [0.16, -0.52, 1.13], [-0.42, 1.65, 0.25], [-0.45, 0.53, 1.35], [0.14, 0.06, 0.35], [0.32, 0.63, 0.07], [-0.34, 0.50, 0.07]], "charge": 0, "multiplicity": 1, "gap_ev": [8.5429, 8.1625], "homo_energy_ev": [-8.6366, -9.1583], "e_lumo_ev": [-0.09, -1.00]}

=====

(8)
{"formula": "H5N2OPS", "method": "wB97M-V/def2-TZVPD", "species": ["N", "P", "N", "O", "S", "H", "H", "H", "H", "H"], "positions_angstrom": [[1.507, 0.043, -0.029], [-0.023, -0.007, -0.767], [-0.932, 0.918, 0.208], [-0.513, -1.749, 0.009], [0.140, 0.066, -2.675], [1.800, 0.998, 0.208], [1.537, -0.530, 0.703], [-1.799, 1.405, -0.092], [-1.335, 0.299, 1.036], [-0.307, -2.533, -0.530]], "atomic_forces_ev_per_a": [[-0.84, 3.14, -3.70], [1.73, -4.49, 0.63], [-3.75, -0.43, 2.67], [0.70, 3.11, -1.19], [-0.80, 0.36, 0.56], [-0.14, -0.63, -0.16], [0.33, -2.87, 3.81], [1.12, -0.44, -0.50], [1.58, 1.45, -1.97], [0.08, 0.80, -0.14]], "smiles": "NP(N)(O)=S", "charge": 0, "multiplicity": 1, "gap_ev": 9.8188, "homo_energy_ev": -9.2192, "e_lumo_ev": 0.60}

=====

The ΔE to the lowest compared entry with this formula, charge and spin results, record by record, are as follows: 0.135; 1.135; 0.170; 3.829; 1.473; 0.370; 5.877; 1.172 eV.
The largest force on an atom results, record by record, are as follows: 1.42; 3.45; 1.05; 1.12; 2.41; 5.39; 2.69; 4.92 eV/A.